(1)
The following is a DFT calculation (the ωB97M-V functional and the def2-TZVPD basis) of 2 unconnected molecules or ions with the total composition C5H6ClN3O.

Positions of all 16 atoms, in Å:
C: 2.0437 -1.3589 0.0912
N: 1.2591 -0.1849 -0.0801
C: 0.0551 -0.7004 -0.2915
H: 1.8998 1.6284 1.1053
N: -2.2077 1.1489 -0.0493
O: -1.6306 2.2311 0.1205
C: 1.1647 -2.4095 0.0887
N: -0.0778 -1.9417 -0.2923
C: -3.5122 0.9255 -0.1830
H: 1.2583 -3.5739 0.0648
H: 3.0585 -1.1727 0.3525
H: -4.1894 1.7737 0.0847
Cl: -4.1927 -0.6473 -0.1582
C: 1.6772 1.2083 0.0120
H: 2.5763 1.2330 -0.5709
H: 0.8177 1.8404 -0.2944

E_HOMO (spin up / spin down)   -8.282 / -8.284 eV
Net charge   0
Relative energy (zero: lowest compared OMol25 entry of this formula, charge and spin)   6.859 eV
Spin multiplicity   1
HOMO-LUMO gap (spin up / spin down)   5.61 / 5.61 eV
Energy   -24314.4859 eV

Atom charges from the natural (NBO) analysis, given in e for atoms 1 to 6: -0.10 -0.42 0.57 0.21 0.08 -0.39


(2)
The following is a DFT calculation (the ωB97M-V functional and the def2-TZVPD basis) of C5H8BrN in the gas phase.

Positions of all 15 atoms, in Å:
H: -0.2793 0.5971 1.4773
H: 2.5743 1.9754 -0.7534
H: 2.4746 -1.0037 -0.0532
C: -2.3109 -1.2372 -0.0665
H: -1.5431 0.4464 -1.0362
C: 2.0694 1.0816 -0.3363
Br: 4.6636 -0.1205 0.0199
H: 0.3540 2.0586 -0.0392
N: 2.7716 -0.1358 -0.4584
C: -0.1060 0.0235 0.5915
H: -2.9935 -1.4941 -0.8880
H: 0.4825 -0.8094 0.6641
H: -2.2615 -1.9160 0.8300
C: -1.4061 -0.2650 -0.2599
C: 0.7670 1.0965 -0.0774

E_HOMO   -8.474 eV
Net charge   0
Structure (SMILES)   C=CC/C=C\NBr
Relative energy (zero: lowest compared OMol25 entry of this formula, charge and spin)   2.114 eV
Spin multiplicity   1
HOMO-LUMO gap   8.52 eV
Energy   -76844.1850 eV

Atom charges from the natural (NBO) analysis, given in e for atoms 1 to 6: 0.23 0.22 0.39 -0.40 0.19 -0.04


(3)
The following is a DFT calculation (the ωB97M-V functional and the def2-TZVPD basis) of 7 unconnected molecules or ions with the total composition C5H22NO8.

Positions of all 36 atoms, in Å:
O: -0.3024 2.0364 2.3002
H: -1.5836 -0.3069 -0.6420
H: 2.5126 -0.8039 -2.7786
H: 0.2659 -0.8081 -1.6772
H: -0.3169 3.7295 0.9329
H: -3.6562 -1.1141 -0.2175
C: 1.1884 -1.1551 0.1019
H: -0.8226 -2.0764 0.6264
H: -3.6566 -1.4608 -1.5541
H: 0.1025 -0.8259 -3.4366
H: 1.2703 1.1436 3.9057
H: 2.9443 0.0720 -1.5441
H: -0.7921 1.2783 -0.4459
H: -2.3835 1.0508 0.2122
O: 2.4770 2.6440 0.6068
O: -0.0992 3.3531 0.0783
O: -0.1372 -1.4339 -2.8026
O: -3.8739 -0.6873 -0.9832
H: 2.2172 2.8626 -0.2565
C: -0.2086 -1.3691 1.1351
O: 0.8321 -0.3062 -0.8361
H: 1.6126 -2.1034 -0.1059
H: 0.8388 -0.5219 3.4823
H: -2.1119 -3.2456 -2.0484
C: -1.4647 0.5578 0.1013
C: -0.0390 0.8108 2.2063
O: -2.5016 -2.4798 -2.4592
H: 0.0761 -1.8421 2.0544
O: 3.2662 -0.2501 -2.3421
H: 2.0130 -0.7215 0.6248
N: -0.6697 0.0023 1.3509
H: 1.7184 2.5629 1.1175
H: 2.0076 0.4574 2.6382
H: -1.6587 -1.9412 -2.6770
H: -0.1808 2.4583 0.2498
C: 1.1161 0.4338 3.0821

E_HOMO   -5.380 eV
Net charge   -1
Relative energy (zero: lowest compared OMol25 entry of this formula, charge and spin)   5.456 eV
Spin multiplicity   1
HOMO-LUMO gap   8.55 eV
Energy   -23411.5779 eV

Atom charges from the natural (NBO) analysis, given in e for atoms 1 to 6: -0.73 0.25 0.49 0.50 0.48 0.44


(4)
The following is a DFT calculation (the ωB97M-V functional and the def2-TZVPD basis) of 2 unconnected molecules or ions with the total composition C2H8O2.

Positions of all 12 atoms, in Å:
H: 0.8536 -0.7792 0.8102
H: 1.8306 0.3501 -0.1789
H: -1.4125 1.3151 -1.3461
H: -2.1907 -0.9991 -1.8441
O: 2.0479 0.6988 1.8378
H: -0.4997 -0.5454 -1.5977
H: -1.2209 -1.1915 -0.1718
H: 0.2142 0.8400 0.7777
O: -1.6327 0.7100 -0.5163
H: 2.1125 0.0532 2.5468
C: -1.4127 -0.5895 -1.0503
C: 1.3105 0.1375 0.7328

E_HOMO   -9.590 eV
Net charge   0
Structure (SMILES)   CO.CO
Relative energy (zero: lowest compared OMol25 entry of this formula, charge and spin)   2.118 eV
Spin multiplicity   1
HOMO-LUMO gap   10.39 eV
Energy   -6296.2921 eV

Atom charges from the natural (NBO) analysis, given in e for atoms 1 to 6: 0.17 0.18 0.46 0.17 -0.73 0.16


(5)
The following is a DFT calculation (the ωB97M-V functional and the def2-TZVPD basis) of 2 unconnected molecules or ions with the total composition C2H6NS.

Positions of all 10 atoms, in Å:
H: 0.7628 0.8985 1.3744
H: -1.0330 -1.9601 -0.2177
H: -0.6563 -1.2701 1.4266
H: 0.8244 1.8450 -0.0092
H: 0.2676 -0.2480 -3.0711
H: 1.8010 0.4947 0.1215
C: -0.8097 -1.0798 0.3678
C: -0.1736 0.0590 -0.3047
N: 0.8697 0.8771 0.3444
S: -1.8528 0.3835 -0.0319

E_HOMO (spin up / spin down)   -13.567 / -14.808 eV
Net charge   +1
Relative energy (zero: lowest compared OMol25 entry of this formula, charge and spin)   2.127 eV
<S²>   2.01
Spin multiplicity   3
HOMO-LUMO gap (spin up / spin down)   9.67 / 8.59 eV
Energy   -14484.0457 eV

Atom charges from the natural (NBO) analysis, given in e for atoms 1 to 6: 0.45 0.27 0.24 0.46 0.00 0.46


(6)
The following is a DFT calculation (the ωB97M-V functional and the def2-TZVPD basis) of a molecular structure, C5H8FNS.

Positions of all 16 atoms, in Å:
H: -1.1524 1.6513 1.2898
H: -0.3223 1.7031 -0.4527
C: -0.1050 -0.1809 0.1967
C: 1.0630 0.5295 -1.5545
C: -1.2965 -1.2793 0.1761
H: -2.1777 -0.7616 0.3548
H: -0.3903 0.0229 2.4778
H: 1.0750 1.1062 1.3711
C: -0.2269 0.6336 1.4186
H: 1.7549 1.3766 -1.7417
N: -0.2079 0.8449 -0.9631
F: -1.4562 -2.1917 -0.8967
H: 0.8043 0.2542 -2.7139
C: 1.2618 -0.5580 -0.3803
S: 2.6063 -1.3626 0.1603
H: -1.2301 -1.7884 1.2578

E_HOMO   -9.043 eV
Net charge   0
Relative energy (zero: lowest compared OMol25 entry of this formula, charge and spin)   4.929 eV
Spin multiplicity   1
HOMO-LUMO gap   8.31 eV
Energy   -20352.0694 eV

Atom charges from the natural (NBO) analysis, given in e for atoms 1 to 6: 0.24 0.36 -0.09 -0.31 0.07 0.17


(7)
The following is a DFT calculation (the ωB97M-V functional and the def2-TZVPD basis) of 13 unconnected molecules or ions with the total composition C42H61N3O30.

Positions of all 136 atoms, in Å:
H: 14.1062 15.1150 22.1328
H: 13.0506 12.3359 17.9704
H: 14.1948 11.4466 9.5518
O: 16.1147 15.0093 9.7567
C: 18.8022 13.5184 11.9839
H: 13.5716 17.4413 20.8672
C: 6.9986 10.9940 13.9510
H: 13.7950 16.5342 19.3047
H: 8.7558 17.6413 18.1221
H: 15.7188 11.0181 8.9623
O: 12.3241 8.5528 16.2781
O: 16.3263 10.2250 17.3825
H: 12.3173 19.7247 18.9434
H: 9.1185 15.2111 14.7480
O: 11.9207 12.4499 9.6835
O: 17.7230 15.9111 18.1693
H: 15.5525 12.6623 18.3311
O: 15.8503 10.9027 19.4248
H: 8.2061 14.8232 19.0687
H: 10.5372 16.0560 12.3476
C: 16.9450 16.9169 17.8387
N: 13.2548 10.1811 11.5373
C: 8.1444 14.1500 11.9541
O: 12.0937 16.0525 20.2799
C: 9.0765 16.6876 18.5234
C: 14.1199 14.3305 15.9030
O: 15.3318 13.9267 8.0808
C: 11.0824 11.3533 9.5695
C: 12.5603 18.6989 15.6136
C: 11.9017 14.7335 20.3172
O: 8.7620 11.5688 15.4149
C: 12.1413 19.7797 17.8745
N: 10.1196 17.8819 15.2274
C: 14.8637 12.5907 7.7796
O: 12.4342 14.0652 11.2368
O: 13.0381 14.0925 20.5824
H: 16.2939 9.7784 14.2620
C: 11.1864 18.3016 15.3428
C: 17.0774 15.7143 15.9463
O: 14.6403 14.4418 16.9921
C: 12.9114 18.7039 17.0620
C: 13.3093 13.5405 13.9086
H: 19.7974 13.0324 10.1559
H: 16.1133 9.1379 12.5575
H: 11.6878 10.4407 9.6080
H: 6.6167 11.7599 13.2986
O: 16.3428 16.7014 16.6412
H: 12.7330 17.7040 17.5412
O: 8.7380 15.2468 11.4697
C: 17.7856 14.9731 17.0273
C: 19.6118 12.5395 11.0670
O: 16.7350 17.9201 18.4837
C: 10.5084 15.3959 17.2818
H: 10.4037 11.3780 8.6400
H: 16.8742 12.0026 16.6570
O: 8.3012 10.6203 13.4199
O: 10.3928 10.5387 14.2436
H: 17.9893 13.8704 11.4087
O: 10.9732 10.0146 17.2796
H: 19.5537 10.3684 10.7445
O: 8.2778 13.9685 13.2566
H: 14.0603 13.3651 13.1780
C: 18.8996 11.2400 10.7088
H: 18.2461 11.3511 9.8166
H: 14.9499 14.8207 20.5161
H: 12.7371 19.6471 15.2742
H: 13.8460 12.7304 7.3528
C: 14.6819 8.3442 14.0486
H: 14.7023 7.9777 15.0959
C: 8.3916 15.3402 18.0976
H: 11.9807 12.3415 16.4440
C: 12.1467 9.6459 16.7869
C: 13.4783 16.4046 20.3813
C: 12.3753 11.7782 17.3005
O: 15.1161 8.9424 18.7111
H: 19.4051 14.3585 12.1527
O: 13.0922 10.5961 16.8281
C: 9.3422 14.7928 13.7422
C: 13.7348 9.4711 13.9788
H: 8.9122 16.7278 12.8297
C: 15.7012 9.9608 18.5153
H: 17.7738 16.2211 15.3000
H: 7.4418 15.4195 17.5431
H: 12.4140 12.8761 13.7877
C: 14.0043 15.0848 21.0319
H: 9.2430 11.7111 10.7344
H: 10.4735 11.7712 18.2068
H: 6.3579 10.1262 14.0225
C: 9.2791 10.8797 14.3681
H: 17.2531 14.0485 17.3204
H: 17.0953 12.5214 19.4836
C: 12.9416 15.0367 14.0590
O: 9.3427 14.7253 17.2136
O: 7.5355 13.3569 11.2730
N: 18.0440 12.6436 14.2584
H: 7.0648 10.8086 16.1610
H: 13.9941 18.8184 17.1289
C: 13.4942 9.8351 12.6001
H: 9.1935 16.6024 19.5661
C: 9.4930 15.8283 12.5961
H: 11.9033 15.1249 14.4745
C: 11.7822 13.1269 10.8769
H: 16.4414 15.0805 15.3385
C: 16.3761 12.0709 18.7851
O: 10.4147 16.5337 17.8960
H: 20.5380 12.2223 11.5751
O: 13.9373 15.4135 15.1560
H: 6.8751 12.4586 15.5453
C: 15.0848 11.8193 9.0684
H: 11.6599 10.8920 19.1703
H: 10.1324 14.1322 13.8246
O: 10.8432 14.2592 20.0702
H: 18.2299 10.9565 11.5753
H: 14.1908 10.2999 14.5021
O: 13.6958 13.2385 15.2634
C: 15.6805 13.9736 9.3133
H: 13.1151 15.6776 13.1606
C: 17.0317 11.4183 17.5463
H: 18.0640 11.2259 17.7140
H: 18.8260 14.6729 16.9511
H: 12.4769 20.7614 17.6100
H: 16.8295 8.1458 13.7240
C: 10.2970 11.4247 10.8777
H: 10.3760 10.4918 11.4977
C: 18.3876 12.9934 13.2075
C: 11.3032 11.1586 18.1560
H: 12.8009 9.2634 14.4765
O: 15.5584 12.8294 10.0007
C: 16.0694 8.8923 13.6171
H: 11.0159 19.7039 17.7263
O: 11.5231 14.9694 16.8116
C: 7.2969 11.5119 15.3879
H: 13.2097 18.1213 15.0165
O: 10.8510 12.5456 11.5543
H: 14.3009 7.4833 13.5380
H: 15.5047 12.2586 6.9766

E_HOMO   -9.980 eV
Net charge   0
Spin multiplicity   1
HOMO-LUMO gap   10.40 eV
Energy   -110437.6853 eV

Atom charges from the Mulliken analysis, given in e for atoms 1 to 6: 0.29 -0.59 -0.41 -0.64 -0.31 0.30


(8)
The following is a DFT calculation (the ωB97M-V functional and the def2-TZVPD basis) of 2 unconnected molecules or ions with the total composition C11H14N2.

Positions of all 27 atoms, in Å:
N: 1.7050 -0.2435 -1.5620
H: -1.6945 0.3410 -0.3574
H: -0.9068 -3.5194 -1.5691
C: -1.4023 -0.9257 2.1259
C: 1.5199 -0.9014 -0.3971
H: -1.9014 -2.3686 -2.4067
H: 0.6482 -0.3342 -3.4519
C: 0.8238 -0.7506 -2.4773
H: -0.5669 -3.1632 -3.2526
C: -0.6554 2.1381 -0.0275
C: -1.1944 0.9341 0.4005
H: -1.0858 -1.6464 1.3782
C: -0.0232 1.1517 2.4399
H: 2.4132 0.4468 -1.7543
C: 0.1314 -1.7248 -1.8116
H: 2.0699 -0.6598 0.4958
N: 0.5615 -1.7818 -0.5087
H: -0.8094 2.4014 -1.0722
C: 0.5869 2.3193 2.0053
H: 0.1682 0.8298 3.4643
H: 1.2830 2.9196 2.5894
H: -1.0752 -1.0710 3.1503
C: -0.9529 0.4449 1.6810
H: -2.5002 -0.9829 2.1452
H: 0.6063 3.8097 0.4293
C: 0.2476 2.8454 0.7644
C: -0.8672 -2.7176 -2.3077

E_HOMO   -8.582 eV
Net charge   0
Structure (SMILES)   Cc1c[nH]cn1.Cc1ccccc1
Relative energy (zero: lowest compared OMol25 entry of this formula, charge and spin)   0.138 eV
Spin multiplicity   1
HOMO-LUMO gap   9.43 eV
Energy   -14614.2821 eV

Atom charges from the natural (NBO) analysis, given in e for atoms 1 to 6: -0.51 0.21 0.23 -0.64 0.18 0.22